1.
Here is a structure of composition C32H48N2O3P2S2V from OMol25. Energies are from wB97M-V/def2-TZVPD.

Geometry (Å):
V (-1.09, -0.67, -1.30)
O (-0.94, -0.74, 0.77)
S (-1.57, 0.33, 1.67)
C (-3.31, -0.14, 1.87)
C (-3.61, -1.38, 2.69)
C (-3.12, -2.70, 2.09)
C (-3.94, -3.19, 0.89)
S (-3.19, -3.17, -0.75)
O (-2.92, -1.71, -1.09)
C (-1.58, -3.87, -0.41)
C (-1.40, -4.88, 0.52)
C (-0.13, -5.40, 0.72)
C (0.96, -4.90, 0.01)
C (0.76, -3.91, -0.94)
C (-0.51, -3.40, -1.16)
C (-0.92, 0.00, 3.29)
C (-1.18, 0.94, 4.28)
C (-0.70, 0.69, 5.56)
C (0.03, -0.46, 5.82)
C (0.30, -1.37, 4.81)
C (-0.18, -1.15, 3.53)
H (-3.66, -0.21, 0.84)
H (-3.77, 0.75, 2.32)
H (-4.69, -1.42, 2.84)
H (-3.18, -1.27, 3.69)
H (-3.17, -3.46, 2.87)
H (-2.06, -2.61, 1.82)
H (-4.85, -2.60, 0.73)
H (-4.27, -4.22, 1.00)
H (-2.23, -5.28, 1.09)
H (0.02, -6.19, 1.45)
H (1.94, -5.31, 0.18)
H (1.60, -3.54, -1.52)
H (-0.66, -2.72, -1.99)
H (-1.73, 1.85, 4.06)
H (-0.89, 1.41, 6.35)
H (0.41, -0.64, 6.82)
H (0.88, -2.25, 5.02)
H (0.02, -1.84, 2.72)
C (-0.35, -1.31, -5.15)
P (-1.46, -0.70, -3.85)
C (-3.04, -1.50, -4.29)
C (-1.73, 1.05, -4.35)
C (-2.62, 1.78, -3.34)
P (-1.90, 1.73, -1.65)
C (-3.21, 2.53, -0.66)
C (-0.60, 3.01, -1.72)
H (-0.81, -1.19, -6.13)
H (-0.13, -2.37, -5.00)
H (0.60, -0.77, -5.14)
H (-3.31, -1.30, -5.32)
H (-3.84, -1.16, -3.63)
H (-2.95, -2.58, -4.16)
H (-2.17, 1.08, -5.35)
H (-0.75, 1.52, -4.42)
H (-3.60, 1.31, -3.29)
H (-2.77, 2.82, -3.63)
H (-3.51, 3.47, -1.13)
H (-2.84, 2.75, 0.34)
H (-4.08, 1.88, -0.59)
H (-1.04, 3.95, -2.04)
H (0.17, 2.71, -2.43)
H (-0.13, 3.15, -0.75)
C (4.30, 5.15, 1.29)
C (4.11, 3.85, 2.06)
N (4.01, 2.68, 1.17)
C (5.13, 1.73, 1.20)
C (6.40, 2.28, 0.57)
C (2.84, 2.48, 0.56)
O (1.85, 3.19, 0.75)
C (2.68, 1.37, -0.46)
C (3.57, 1.02, -1.46)
C (3.18, 0.09, -2.41)
C (1.91, -0.45, -2.33)
N (1.03, -0.11, -1.38)
C (1.43, 0.77, -0.47)
H (4.36, 5.98, 1.99)
H (3.45, 5.33, 0.63)
H (5.21, 5.13, 0.70)
H (3.21, 3.90, 2.66)
H (4.95, 3.67, 2.73)
H (4.82, 0.81, 0.71)
H (5.31, 1.47, 2.25)
H (6.25, 2.56, -0.47)
H (7.19, 1.54, 0.63)
H (6.74, 3.18, 1.10)
H (4.54, 1.49, -1.52)
H (3.84, -0.21, -3.21)
H (1.57, -1.17, -3.07)
H (0.71, 1.06, 0.29)

For the HOMO-LUMO gap (spin up / spin down), the calculation gives 8.55 / 8.89 eV. The value obtained for the total energy is -109011.2842 eV. As for the charge: +2. As for the spin multiplicity: 4.

=====

2.
Here is a structure of composition C32H49ClNO2PS2Sm at a distorted geometry from OMol25. Energies are from wB97M-V/def2-TZVPD.

Geometry (Å):
Sm (0.83, 0.22, 1.61)
P (-0.81, 0.41, -0.89)
Cl (0.12, -2.02, 2.53)
C (2.24, 1.22, 3.10)
H (2.97, 0.59, 3.74)
H (2.81, 2.17, 2.88)
C (-2.36, -0.63, -0.93)
C (0.42, -0.34, -2.09)
C (-2.05, -2.10, -0.62)
H (-2.91, -0.20, -0.07)
C (-3.36, -2.90, -0.43)
H (-1.49, -2.55, -1.46)
H (-1.41, -2.21, 0.27)
C (-4.34, -2.73, -1.59)
H (-3.11, -3.96, -0.31)
H (-3.83, -2.56, 0.50)
C (-4.56, -1.26, -1.97)
H (-3.97, -3.28, -2.46)
H (-5.30, -3.18, -1.32)
C (-3.25, -0.48, -2.17)
H (-5.14, -1.19, -2.90)
H (-5.13, -0.76, -1.18)
H (-2.72, -0.87, -3.05)
H (-3.47, 0.57, -2.38)
C (-1.24, 2.12, -1.49)
C (-0.12, -0.84, -3.44)
H (1.08, 0.54, -2.27)
C (1.07, -1.11, -4.38)
H (-0.69, -1.76, -3.29)
H (-0.81, -0.12, -3.91)
C (2.15, -2.03, -3.78)
H (0.69, -1.54, -5.31)
H (1.54, -0.14, -4.63)
C (2.50, -1.74, -2.32)
H (1.80, -3.07, -3.85)
H (3.06, -1.97, -4.39)
C (1.26, -1.46, -1.45)
H (3.07, -2.57, -1.89)
H (3.18, -0.87, -2.24)
H (0.67, -2.38, -1.36)
H (1.62, -1.21, -0.44)
C (-2.49, 2.66, -0.76)
H (-0.37, 2.71, -1.14)
C (-2.82, 4.10, -1.18)
H (-3.36, 2.02, -0.96)
H (-2.33, 2.62, 0.33)
C (-2.86, 4.31, -2.70)
H (-3.79, 4.38, -0.76)
H (-2.06, 4.78, -0.76)
C (-1.63, 3.73, -3.42)
H (-3.76, 3.84, -3.11)
H (-2.93, 5.38, -2.93)
C (-1.32, 2.28, -3.01)
H (-1.78, 3.76, -4.50)
H (-0.75, 4.35, -3.18)
H (-2.10, 1.62, -3.42)
H (-0.37, 1.97, -3.48)
C (-0.93, 1.44, 2.67)
C (0.80, 1.44, 3.60)
H (-1.43, 1.08, 1.63)
C (0.71, 2.73, 4.45)
H (0.48, 0.55, 4.23)
C (-0.59, 2.97, 5.24)
H (1.56, 2.83, 5.15)
H (0.81, 3.59, 3.77)
C (-1.82, 3.06, 4.30)
H (-0.70, 2.17, 6.01)
H (-0.49, 3.93, 5.78)
C (-2.04, 1.69, 3.65)
H (-2.73, 3.34, 4.84)
H (-1.67, 3.83, 3.53)
H (-1.98, 0.86, 4.38)
H (-3.04, 1.65, 3.16)
O (7.31, -2.34, -0.16)
S (5.88, -2.69, -0.17)
O (5.45, -3.71, -1.07)
N (4.92, -1.37, -0.35)
C (4.26, -1.02, 0.75)
S (3.43, 0.47, 0.65)
C (4.41, -1.97, 1.86)
C (3.68, -2.12, 3.05)
C (3.93, -3.21, 3.90)
C (4.90, -4.14, 3.56)
C (5.61, -4.04, 2.35)
C (5.32, -2.95, 1.50)
H (2.90, -1.39, 3.25)
H (3.33, -3.29, 4.81)
H (5.10, -4.99, 4.24)
H (6.36, -4.74, 2.01)

For the HOMO-LUMO gap (spin up / spin down), the calculation gives 5.63 / 5.72 eV. The value obtained for the total energy is -100948.9673 eV. As for the charge: -1. As for the spin multiplicity: 6.

=====

3.
Here is a cluster of 5 separate species, C32H49F15NO9 in total at a distorted geometry from OMol25. Energies are from wB97M-V/def2-TZVPD.

Geometry (Å):
C (-1.85, -1.29, -2.74)
C (-1.59, -2.59, -1.97)
C (-2.20, -3.73, -2.79)
C (-0.14, -2.87, -1.61)
C (0.60, -1.86, -0.68)
C (1.74, -2.64, 0.03)
C (1.41, -3.30, 1.37)
C (0.51, -4.50, 1.32)
F (-0.75, -4.17, 1.10)
F (0.51, -5.09, 2.52)
F (0.89, -5.42, 0.47)
C (1.32, -0.87, -1.64)
C (1.98, 0.36, -0.97)
C (3.51, 0.24, -1.11)
C (1.62, 1.62, -1.80)
N (1.67, 0.51, 0.46)
O (2.57, 0.09, 1.28)
C (0.28, 0.24, 0.85)
C (-0.64, 1.42, 0.48)
C (0.24, 0.19, 2.39)
C (-0.32, -1.07, 0.25)
H (-2.92, -1.14, -2.85)
H (-1.43, -1.38, -3.74)
H (-1.46, -0.41, -2.25)
H (-2.17, -2.55, -1.05)
H (-1.89, -3.68, -3.83)
H (-3.28, -3.57, -2.78)
H (-2.03, -4.70, -2.35)
H (0.42, -2.88, -2.55)
H (-0.09, -3.89, -1.25)
H (2.00, -3.45, -0.65)
H (2.64, -2.06, 0.15)
H (1.00, -2.63, 2.11)
H (2.35, -3.66, 1.78)
H (0.66, -0.52, -2.43)
H (2.09, -1.45, -2.14)
H (3.88, -0.76, -0.90)
H (3.75, 0.44, -2.15)
H (4.02, 1.01, -0.54)
H (0.58, 1.60, -2.12)
H (1.76, 2.48, -1.15)
H (2.23, 1.69, -2.68)
H (-0.25, 2.37, 0.82)
H (-1.61, 1.18, 0.89)
H (-0.78, 1.39, -0.60)
H (-0.79, 0.41, 2.66)
H (0.84, 0.97, 2.84)
H (0.45, -0.79, 2.79)
H (-0.63, -1.66, 1.11)
H (-1.24, -0.78, -0.22)
C (-2.66, -9.51, -4.99)
C (-2.99, -8.09, -4.57)
O (-2.08, -7.14, -5.15)
C (-2.28, -6.85, -6.44)
O (-3.13, -7.30, -7.14)
C (-1.25, -5.81, -6.89)
F (0.00, -6.16, -6.54)
F (-1.51, -4.61, -6.34)
F (-1.26, -5.66, -8.22)
H (-1.63, -9.75, -4.75)
H (-3.32, -10.22, -4.48)
H (-2.79, -9.64, -6.06)
H (-2.87, -7.99, -3.49)
H (-4.02, -7.82, -4.81)
C (6.45, 0.31, 3.18)
C (6.46, 1.35, 2.09)
O (7.73, 2.03, 2.01)
C (8.73, 1.36, 1.45)
O (8.67, 0.26, 0.99)
C (9.99, 2.23, 1.42)
F (10.23, 2.78, 2.63)
F (9.86, 3.24, 0.54)
F (11.06, 1.51, 1.07)
H (6.72, 0.77, 4.14)
H (5.46, -0.14, 3.27)
H (7.18, -0.48, 2.99)
H (5.72, 2.12, 2.30)
H (6.21, 0.92, 1.12)
C (-4.84, 0.75, 5.27)
C (-5.74, 1.02, 4.08)
O (-5.40, 2.25, 3.41)
C (-4.32, 2.21, 2.64)
O (-3.62, 1.26, 2.45)
C (-4.12, 3.59, 1.99)
F (-4.20, 4.58, 2.91)
F (-5.07, 3.83, 1.07)
F (-2.94, 3.69, 1.38)
H (-4.86, 1.60, 5.96)
H (-5.16, -0.14, 5.80)
H (-3.80, 0.61, 4.96)
H (-6.77, 1.14, 4.42)
H (-5.73, 0.19, 3.37)
C (-2.74, 6.91, 1.91)
C (-3.15, 8.14, 1.13)
O (-2.86, 9.35, 1.85)
C (-1.60, 9.74, 1.86)
O (-0.68, 9.18, 1.33)
C (-1.46, 11.05, 2.65)
F (-2.09, 10.98, 3.83)
F (-2.01, 12.07, 1.95)
F (-0.18, 11.35, 2.87)
H (-3.20, 6.90, 2.89)
H (-3.02, 6.01, 1.37)
H (-1.66, 6.88, 2.06)
H (-4.23, 8.13, 0.98)
H (-2.69, 8.17, 0.14)

For the HOMO-LUMO gap (spin up / spin down), the calculation gives 8.77 / 10.04 eV. The value obtained for the total energy is -94659.0679 eV. As for the spin multiplicity: 2.

=====

4.
Here is a structure of composition C32H49GaIN3O5PSi3 at a distorted geometry from OMol25. Energies are from wB97M-V/def2-TZVPD.

Geometry (Å):
Ga (-0.25, 0.77, -0.49)
O (3.81, -0.29, -1.03)
C (2.34, -0.96, 0.39)
O (1.48, -0.11, 0.26)
C (2.33, -2.40, -0.04)
P (0.60, -3.08, 0.00)
C (0.97, -4.79, -0.56)
C (1.23, -5.86, 0.28)
C (1.36, -7.14, -0.24)
C (1.23, -7.36, -1.60)
C (0.99, -6.29, -2.45)
C (0.87, -5.01, -1.94)
C (0.39, -3.31, 1.81)
C (-0.58, -4.22, 2.24)
C (-0.88, -4.35, 3.58)
C (-0.24, -3.54, 4.52)
C (0.70, -2.62, 4.10)
C (1.02, -2.50, 2.76)
H (3.00, -3.00, 0.58)
H (2.69, -2.45, -1.07)
H (1.33, -5.71, 1.35)
H (1.56, -7.97, 0.42)
H (1.30, -8.36, -2.00)
H (0.90, -6.45, -3.52)
H (0.71, -4.17, -2.60)
H (-1.10, -4.83, 1.51)
H (-1.59, -5.10, 3.90)
H (-0.47, -3.65, 5.57)
H (1.20, -1.98, 4.82)
H (1.77, -1.79, 2.45)
C (2.63, 4.42, 1.33)
Si (1.32, 3.05, 1.28)
C (1.99, 1.68, 2.42)
C (-0.28, 3.68, 2.11)
C (0.98, 2.60, -0.56)
Si (2.51, 2.18, -1.60)
C (3.93, 1.13, -0.83)
C (3.36, 3.76, -2.23)
C (2.04, 1.13, -3.13)
Si (-0.18, 3.82, -1.39)
C (-0.29, 3.69, -3.29)
C (0.07, 5.63, -0.93)
C (-1.96, 3.31, -0.93)
C (-2.99, 4.22, -0.71)
C (-4.29, 3.78, -0.51)
C (-4.53, 2.41, -0.53)
C (-3.46, 1.56, -0.71)
N (-2.22, 2.00, -0.93)
H (2.67, 4.85, 2.33)
H (2.43, 5.23, 0.63)
H (3.63, 4.03, 1.10)
H (2.29, 2.13, 3.37)
H (2.85, 1.16, 2.01)
H (1.21, 0.95, 2.63)
H (-0.47, 3.11, 3.01)
H (-1.15, 3.57, 1.46)
H (-0.20, 4.73, 2.39)
H (4.01, 1.26, 0.25)
H (4.88, 1.45, -1.26)
H (3.65, -0.44, -1.97)
H (3.87, 4.28, -1.43)
H (2.64, 4.45, -2.66)
H (4.10, 3.52, -3.00)
H (1.48, 0.24, -2.83)
H (2.91, 0.81, -3.70)
H (1.41, 1.69, -3.82)
H (0.65, 3.95, -3.77)
H (-1.05, 4.38, -3.66)
H (-0.58, 2.69, -3.61)
H (1.09, 5.93, -1.17)
H (-0.09, 5.80, 0.13)
H (-0.60, 6.27, -1.49)
H (-2.76, 5.28, -0.69)
H (-5.09, 4.48, -0.34)
H (-5.53, 2.02, -0.40)
H (-3.58, 0.49, -0.70)
N (-3.24, -0.98, 3.59)
C (-3.00, -0.55, 2.21)
C (-1.68, 0.26, 2.32)
O (-1.28, 0.36, 3.51)
O (-1.17, 0.74, 1.30)
H (-2.29, -0.36, 4.00)
H (-3.07, -1.97, 3.73)
H (-4.13, -0.69, 3.98)
H (-3.78, 0.11, 1.82)
H (-2.85, -1.37, 1.51)
N (-2.16, -1.24, -3.39)
C (-2.56, -1.71, -2.20)
O (-2.27, -1.15, -1.15)
C (-3.35, -3.00, -2.27)
I (-4.46, -3.34, -0.49)
H (-1.60, -0.40, -3.41)
H (-2.36, -1.71, -4.26)
H (-2.67, -3.84, -2.37)
H (-4.06, -2.99, -3.10)

For the HOMO-LUMO gap (spin up / spin down), the calculation gives 7.55 / 6.32 eV. The value obtained for the total energy is -142082.0543 eV. As for the charge: +1. The relative energy (zero: lowest compared OMol25 entry of this formula, charge and spin) is 631.25 kJ/mol.

=====

5.
Here is a structure of composition C32H49N2O3S4SbTl from OMol25. Energies are from wB97M-V/def2-TZVPD.

Geometry (Å):
Tl (0.25, -0.43, -0.25)
C (1.90, 2.67, -2.73)
C (0.81, 1.83, -3.37)
S (0.75, 0.07, -2.95)
C (2.38, -0.50, -3.47)
C (2.50, -2.00, -3.22)
S (2.40, -2.50, -1.48)
C (3.99, -1.89, -0.84)
C (3.88, -1.27, 0.55)
S (2.94, 0.27, 0.65)
C (3.94, 1.38, -0.36)
C (3.38, 2.79, -0.35)
S (1.68, 2.95, -0.94)
H (1.91, 3.64, -3.23)
H (2.88, 2.22, -2.89)
H (0.90, 1.88, -4.46)
H (-0.19, 2.19, -3.12)
H (3.16, 0.04, -2.95)
H (2.48, -0.31, -4.54)
H (3.43, -2.37, -3.64)
H (1.69, -2.53, -3.71)
H (4.40, -1.18, -1.56)
H (4.68, -2.73, -0.79)
H (4.88, -1.08, 0.94)
H (3.37, -1.93, 1.26)
H (4.01, 1.00, -1.38)
H (4.95, 1.39, 0.05)
H (4.02, 3.45, -0.92)
H (3.36, 3.18, 0.68)
C (1.97, -2.89, 4.19)
O (2.53, -3.07, 2.89)
C (1.73, -3.82, 2.05)
C (1.89, -5.18, 1.99)
C (1.10, -5.95, 1.12)
C (0.18, -5.31, 0.33)
C (0.02, -3.91, 0.36)
C (-0.94, -3.37, -0.59)
N (-1.06, -2.14, -0.94)
N (-2.01, -1.89, -1.92)
C (-2.27, -0.61, -2.05)
O (-1.73, 0.34, -1.36)
C (-3.25, -0.25, -3.11)
C (-3.49, -1.11, -4.18)
C (-4.39, -0.75, -5.17)
C (-5.07, 0.46, -5.08)
C (-4.84, 1.31, -4.01)
C (-3.93, 0.96, -3.03)
C (0.78, -3.13, 1.25)
O (0.67, -1.83, 1.39)
H (2.71, -2.36, 4.78)
H (1.77, -3.86, 4.65)
H (1.05, -2.31, 4.13)
H (2.63, -5.65, 2.62)
H (1.22, -7.02, 1.07)
H (-0.44, -5.88, -0.35)
H (-1.60, -4.08, -1.08)
H (-2.96, -2.05, -4.23)
H (-4.57, -1.41, -6.00)
H (-5.78, 0.74, -5.85)
H (-5.38, 2.25, -3.94)
H (-3.75, 1.61, -2.19)
C (-2.97, 1.13, 3.60)
C (-2.67, 0.74, 2.16)
C (-2.67, -0.77, 1.95)
Sb (-0.83, 1.56, 1.41)
C (0.56, 1.90, 3.02)
C (0.20, 3.09, 3.91)
C (0.78, 0.62, 3.82)
C (-1.34, 3.55, 0.76)
C (-2.38, 4.16, 1.69)
C (-1.80, 3.58, -0.69)
H (-3.94, 0.72, 3.89)
H (-3.00, 2.20, 3.76)
H (-2.23, 0.70, 4.29)
H (-3.42, 1.19, 1.50)
H (-1.85, -1.26, 2.48)
H (-2.60, -1.03, 0.90)
H (-3.61, -1.19, 2.33)
H (1.48, 2.13, 2.48)
H (-0.75, 2.94, 4.42)
H (0.14, 4.02, 3.34)
H (0.96, 3.22, 4.68)
H (-0.10, 0.35, 4.40)
H (1.60, 0.76, 4.53)
H (1.03, -0.23, 3.19)
H (-0.39, 4.09, 0.85)
H (-3.32, 3.62, 1.64)
H (-2.58, 5.19, 1.37)
H (-2.06, 4.19, 2.73)
H (-2.77, 3.08, -0.79)
H (-1.11, 3.07, -1.36)
H (-1.92, 4.61, -1.02)

For the HOMO-LUMO gap, the calculation gives 6.74 eV. The value obtained for the total energy is -97667.5388 eV. As for the charge: +1. The relative energy (zero: lowest compared OMol25 entry of this formula, charge and spin) is 0.00 kJ/mol.